[1]
The following is a quantum chemistry calculation of C39H39CrN3O5PS as an isolated structure in a non-equilibrium geometry, from the OMol25 dataset.

Results
E_LUMO (alpha / beta) in eV: -0.6 / -0.3
Spin multiplicity: 2
Maximum force in eV/A: 1.39
⟨S²⟩: 0.759
Total charge: 0
Calculated total energy in eV: -104330.7848

Element x y z (Å)
Cr -1.404 0.730 -0.042
C -3.338 1.704 -2.020
N -3.322 0.561 -1.094
C -4.480 0.718 -0.194
C -4.486 -0.119 1.088
C -3.390 0.253 2.110
N -2.454 1.205 1.569
C -2.288 2.306 2.233
C -1.558 3.449 1.810
C -1.439 4.545 2.684
C -0.822 5.708 2.297
C -0.305 5.814 1.001
C -0.416 4.776 0.113
C -1.040 3.553 0.476
O -1.183 2.616 -0.374
C -3.440 -0.637 -1.945
C -3.155 -1.991 -1.305
C -1.733 -2.126 -0.769
N -1.390 -1.229 0.308
C -0.837 -1.770 1.347
C -0.104 -1.099 2.370
C 0.243 -1.794 3.540
C 1.107 -1.260 4.464
C 1.696 -0.018 4.218
C 1.389 0.686 3.084
C 0.452 0.201 2.138
O 0.166 0.901 1.107
H -4.259 1.708 -2.617
H -2.483 1.645 -2.693
H -3.265 2.639 -1.466
H -5.404 0.491 -0.748
H -4.519 1.771 0.099
H -4.420 -1.175 0.850
H -5.460 0.044 1.553
H -2.837 -0.646 2.396
H -3.861 0.658 3.017
H -2.788 2.405 3.203
H -1.844 4.456 3.683
H -0.737 6.537 2.984
H 0.185 6.729 0.702
H -0.026 4.846 -0.891
H -2.717 -0.519 -2.759
H -4.452 -0.665 -2.383
H -3.259 -2.734 -2.100
H -3.877 -2.256 -0.532
H -1.038 -1.892 -1.587
H -1.569 -3.171 -0.468
H -0.846 -2.861 1.439
H -0.195 -2.770 3.707
H 1.338 -1.797 5.371
H 2.401 0.388 4.928
H 1.844 1.642 2.876
O 0.053 2.061 -3.330
S -0.129 0.653 -3.099
O -1.164 0.029 -3.907
O -0.346 0.317 -1.659
C 1.393 -0.196 -3.506
C 1.766 -0.102 -4.831
C 2.910 -0.740 -5.273
C 3.688 -1.442 -4.364
C 3.309 -1.527 -3.037
C 2.133 -0.922 -2.590
P 1.586 -1.076 -0.835
C 2.886 0.000 -0.130
C 2.618 1.364 -0.245
C 3.455 2.289 0.348
C 4.562 1.862 1.065
C 4.837 0.510 1.170
C 4.007 -0.425 0.569
C 2.051 -2.797 -0.433
C 1.798 -3.802 -1.368
C 1.703 -5.125 -0.982
C 1.835 -5.468 0.354
C 2.086 -4.482 1.295
C 2.194 -3.160 0.909
H 1.133 0.473 -5.489
H 3.193 -0.691 -6.314
H 4.597 -1.925 -4.693
H 3.922 -2.077 -2.335
H 1.731 1.681 -0.780
H 3.232 3.343 0.268
H 5.209 2.583 1.544
H 5.698 0.174 1.731
H 4.239 -1.477 0.647
H 1.668 -3.536 -2.410
H 1.500 -5.888 -1.720
H 1.719 -6.497 0.660
H 2.179 -4.739 2.339
H 2.372 -2.399 1.656

[2]
The following is a quantum chemistry calculation of a 6-piece molecular cluster, C29H63N2O15S2 overall in a non-equilibrium geometry, from the OMol25 dataset.

Results
E_LUMO in eV: 2.0
Maximum force in eV/A: 6.22
Total charge: -1
Calculated total energy in eV: -86446.8174

Element x y z (Å)
C -5.320 3.691 -1.607
C -4.309 4.342 -0.528
C -4.757 4.060 1.018
C -3.388 3.587 1.765
O -3.688 3.606 3.184
S -2.308 3.556 4.137
O -2.554 4.555 5.263
O -1.049 3.995 3.434
N -2.020 2.045 4.888
S -1.706 0.810 3.748
O -2.948 0.557 2.899
O -1.475 -0.465 4.557
C -0.178 1.061 2.742
C 1.267 0.638 3.206
C 2.395 0.911 2.198
N 2.375 1.517 0.920
C 1.097 1.917 0.452
C -0.154 1.685 1.310
H -6.207 3.143 -1.146
H -4.739 2.901 -2.218
H -5.608 4.516 -2.346
H -4.105 5.451 -0.728
H -3.294 3.808 -0.685
H -5.555 3.248 1.030
H -5.127 5.077 1.411
H -2.590 4.328 1.431
H -3.189 2.526 1.352
H 1.432 0.144 4.230
H 3.437 0.559 2.547
H 0.983 2.390 -0.588
H -1.163 1.998 0.859
C 4.544 1.004 -4.179
O 4.456 1.817 -3.019
C 4.091 1.069 -1.856
C 5.303 0.785 -0.978
O 6.216 -0.105 -1.623
C 7.334 0.576 -2.174
H 5.036 1.580 -4.963
H 5.125 0.096 -3.998
H 3.537 0.736 -4.518
H 3.581 0.140 -2.135
H 3.385 1.682 -1.292
H 4.964 0.286 -0.065
H 5.803 1.715 -0.686
H 8.018 0.874 -1.372
H 7.033 1.457 -2.747
H 7.857 -0.111 -2.842
C 6.997 -3.694 2.484
O 6.312 -3.404 1.274
C 7.078 -2.574 0.401
C 7.716 -3.387 -0.719
O 8.712 -4.275 -0.213
C 8.242 -5.613 -0.114
H 6.464 -4.497 2.993
H 8.025 -4.017 2.303
H 6.996 -2.808 3.129
H 7.835 -2.013 0.960
H 6.386 -1.852 -0.041
H 8.221 -2.701 -1.407
H 6.957 -3.934 -1.288
H 8.189 -6.061 -1.111
H 7.261 -5.665 0.365
H 8.953 -6.181 0.489
C -8.358 6.569 6.316
O -7.003 6.828 5.987
C -6.267 5.629 5.726
C -6.085 5.403 4.231
O -7.334 5.125 3.591
C -7.852 6.253 2.905
H -8.905 7.512 6.281
H -8.822 5.871 5.615
H -8.419 6.166 7.334
H -6.750 4.766 6.198
H -5.282 5.754 6.185
H -5.451 4.527 4.084
H -5.588 6.259 3.762
H -7.289 6.416 1.980
H -7.817 7.156 3.521
H -8.894 6.048 2.650
C 3.726 -9.398 -1.951
O 4.403 -10.129 -0.938
C 5.790 -9.806 -0.871
C 6.085 -8.860 0.288
O 5.498 -7.579 0.073
C 4.300 -7.401 0.818
H 2.653 -9.521 -1.801
H 3.963 -8.332 -1.913
H 3.991 -9.801 -2.935
H 6.139 -9.384 -1.820
H 6.328 -10.745 -0.704
H 7.167 -8.708 0.350
H 5.751 -9.288 1.239
H 4.541 -7.236 1.873
H 3.630 -8.259 0.724
H 3.788 -6.517 0.434
C -7.589 1.275 -4.021
O -6.232 1.534 -4.353
C -5.499 0.338 -4.611
C -5.319 0.110 -6.107
O -6.565 -0.168 -6.744
C -7.085 0.962 -7.431
H -8.135 2.218 -4.057
H -8.053 0.576 -4.720
H -7.648 0.875 -3.003
H -5.981 -0.524 -4.137
H -4.513 0.464 -4.153
H -4.683 -0.768 -6.254
H -4.822 0.966 -6.577
H -6.522 1.123 -8.356
H -7.050 1.864 -6.816
H -8.126 0.756 -7.686

[3]
The following is a quantum chemistry calculation of a 2-piece molecular cluster, C5H11O3 overall in a non-equilibrium geometry, from the OMol25 dataset.

Results
E_LUMO in eV: 4.0
Maximum force in eV/A: 3.60
Total charge: -1
Relative energy (zero: lowest compared OMol25 entry of this formula, charge and spin) in kcal per mole: 33.1
Calculated total energy in eV: -11506.6304

Element x y z (Å)
C 1.203 -1.179 1.019
C 0.508 -1.303 2.363
C 0.370 -1.829 -0.085
O 1.509 0.165 0.803
H 2.212 -1.683 1.120
H -0.544 -1.586 2.507
H 0.455 -2.890 -0.146
H -0.621 -1.777 0.303
H 0.437 -1.219 -1.001
H 0.721 0.766 0.643
H 0.591 -0.364 3.090
H 0.940 -2.242 2.835
C -1.353 2.726 -2.287
C -0.890 1.483 -1.427
O -0.388 1.759 -0.306
O -1.098 0.366 -1.949
H -0.599 2.779 -3.092
H -1.140 3.680 -1.741
H -2.312 2.348 -2.649

[4]
The following is a quantum chemistry calculation of a 4-piece molecular cluster, C3H11O4S overall in a non-equilibrium geometry, from the OMol25 dataset.

Results
E_LUMO (alpha / beta) in eV: 0.2 / -2.5
Spin multiplicity: 2
Maximum force in eV/A: 3.03
⟨S²⟩: 0.753
Total charge: 0
Relative energy (zero: lowest compared OMol25 entry of this formula, charge and spin) in kcal per mole: 7.6
Calculated total energy in eV: -22311.7981

Element x y z (Å)
O -1.368 -0.126 1.573
C -1.023 0.593 0.655
C -0.510 0.144 -0.661
C 0.375 0.770 -1.731
S -0.534 1.413 -3.182
H -1.033 1.632 1.005
H 0.036 -0.727 -0.274
H -1.346 -0.397 -1.143
H 1.096 1.526 -1.350
H 0.882 -0.087 -2.202
H -1.916 2.935 -0.453
H -2.981 1.870 -0.489
O -2.802 2.746 -0.126
H 2.444 -1.233 2.425
H 2.884 -0.322 1.384
O 3.175 -1.150 1.791
H 1.035 -3.909 1.102
H 0.843 -2.479 1.158
O 0.744 -3.199 0.516